[1]
Molecular formula: C52H130N6O7
Method: DFT, ωB97M-V/def2-TZVPD

multiplicity	2
HOMO-LUMO gap (alpha / beta)	7.50 / 2.79	eV
LUMO level (alpha / beta)	-2.3 / -7.0	eV
total charge	+1

Each line ends with the Löwdin charge.
Positions of all 195 atoms, in Å:
C: -2.0282 -4.9605 3.1332  -0.06
C: -0.6211 -5.4765 3.5596  -0.26
N: -0.3233 -6.8181 3.0954  -0.17
C: 0.0061 -6.7448 1.6641  -0.28
C: -0.4148 -8.0236 0.9629  -0.07
C: 0.8231 -7.4420 3.7720  -0.23
C: 0.4718 -7.7305 5.2718  -0.07
H: -2.3161 -4.0919 3.7253  0.06
H: -2.7305 -5.7922 3.1899  0.08
H: -1.9817 -4.6301 2.0956  0.04
H: 0.1160 -4.7463 3.2253  0.09
H: -0.5629 -5.4553 4.6478  0.10
H: -0.4670 -5.9350 1.1086  0.10
H: 1.0531 -6.4938 1.4941  0.08
H: 0.2663 -8.8345 1.2209  0.07
H: -1.4124 -8.3181 1.2887  0.08
H: -0.4870 -7.9201 -0.1198  0.06
H: 1.7749 -6.9388 3.6017  0.09
H: 0.9479 -8.4054 3.2776  0.10
H: -0.5595 -8.0572 5.4051  0.08
H: 0.6694 -6.8421 5.8717  0.06
H: 1.1417 -8.5422 5.5557  0.07
C: 4.1020 5.9996 -2.3937  -0.05
C: 2.8607 5.5955 -3.1206  -0.17
N: 1.7448 5.2925 -2.1829  0.03
C: 1.2147 6.4831 -1.5798  -0.17
C: -0.3019 6.3482 -1.2310  -0.04
C: 2.0563 4.2832 -1.2197  -0.18
C: 2.3478 2.8498 -1.7877  -0.03
H: 4.0779 6.8520 -1.7148  0.10
H: 4.8469 6.2518 -3.1484  0.10
H: 4.5250 5.1496 -1.8582  0.09
H: 2.5712 6.2751 -3.9221  0.14
H: 3.0337 4.6570 -3.6471  0.12
H: 1.7802 6.6694 -0.6668  0.14
H: 1.3919 7.3427 -2.2262  0.14
H: -0.6569 7.3193 -0.8860  0.09
H: -0.8570 6.0547 -2.1220  0.08
H: -0.4825 5.6820 -0.3874  0.05
H: 1.2922 4.1709 -0.4505  0.12
H: 2.9923 4.4905 -0.7011  0.14
H: 2.5826 2.1727 -0.9663  0.08
H: 3.1483 2.7990 -2.5257  0.08
H: 1.4250 2.5582 -2.2892  0.08
C: 0.8591 5.2280 2.7660  -0.07
C: -0.3524 5.4430 3.7358  -0.22
N: -1.6292 5.8718 3.1448  -0.17
C: -1.4910 7.1533 2.4435  -0.24
C: -2.8759 7.7170 2.0758  -0.07
C: -2.2229 4.7869 2.3232  -0.23
C: -2.4056 3.5191 3.1580  -0.08
H: 1.1519 6.1636 2.2894  0.06
H: 0.6806 4.5380 1.9414  0.03
H: 1.6574 4.8021 3.3739  0.07
H: -0.5157 4.5876 4.3914  0.10
H: -0.0626 6.2621 4.3940  0.11
H: -1.0074 7.8461 3.1322  0.12
H: -0.7903 7.0902 1.6110  0.08
H: -3.5788 7.7728 2.9070  0.08
H: -2.8982 8.7397 1.6992  0.07
H: -3.4043 7.1529 1.3072  0.04
H: -1.6493 4.5514 1.4268  0.08
H: -3.1749 5.1005 1.8950  0.09
H: -3.0816 2.8725 2.5983  0.06
H: -2.8489 3.6525 4.1448  0.09
H: -1.5157 2.9276 3.3730  0.06
C: 3.2421 -4.2737 3.9834  -0.06
C: 2.9954 -3.4729 2.6793  -0.21
N: 4.2315 -3.3919 1.8550  -0.21
C: 4.7506 -4.7098 1.4963  -0.26
C: 3.7153 -5.6241 0.8436  -0.06
C: 5.3552 -2.6601 2.4646  -0.24
C: 5.0775 -1.2873 3.1026  -0.07
H: 3.6919 -5.2378 3.7461  0.06
H: 2.3716 -4.4732 4.6083  0.07
H: 3.8694 -3.7119 4.6755  0.07
H: 2.2148 -3.9699 2.1032  0.09
H: 2.5821 -2.4808 2.8609  0.11
H: 5.1963 -5.2547 2.3285  0.10
H: 5.6453 -4.5938 0.8847  0.12
H: 3.0400 -6.0584 1.5808  0.04
H: 4.1746 -6.3860 0.2138  0.09
H: 3.1014 -5.0843 0.1226  0.06
H: 5.8450 -3.3416 3.1601  0.11
H: 6.0015 -2.4883 1.6039  0.11
H: 4.5548 -0.6364 2.4018  0.05
H: 4.5650 -1.3517 4.0625  0.07
H: 6.0476 -0.8112 3.2451  0.07
C: -1.1704 0.4395 -4.5771  -0.08
C: -0.6554 -0.7045 -5.4542  -0.24
N: 0.7114 -0.5485 -5.9841  -0.17
C: 1.7174 -0.1570 -4.9783  -0.26
C: 1.7426 -1.1319 -3.8220  -0.07
C: 0.6843 0.3237 -7.1438  -0.26
C: 2.0534 0.5353 -7.8396  -0.08
H: -1.2095 1.4007 -5.0898  0.07
H: -0.5751 0.5304 -3.6686  0.04
H: -2.1838 0.2408 -4.2282  0.06
H: -0.7497 -1.6536 -4.9266  0.08
H: -1.3009 -0.8619 -6.3183  0.12
H: 2.7138 -0.1699 -5.4201  0.10
H: 1.6120 0.8721 -4.6350  0.10
H: 0.9166 -1.1331 -3.1108  0.07
H: 1.9834 -2.1211 -4.2116  0.08
H: 2.6406 -0.8973 -3.2505  0.05
H: 0.2118 1.2715 -6.8858  0.10
H: 0.0467 -0.1287 -7.9033  0.11
H: 2.8583 0.9141 -7.2098  0.05
H: 1.9572 1.0858 -8.7755  0.07
H: 2.4522 -0.4363 -8.1312  0.08
C: -1.7976 0.6687 -1.2600  -0.08
C: -1.9122 0.5977 0.2667  -0.20
N: -0.6099 0.3752 0.9927  -0.19
C: 0.1362 1.6257 0.9266  -0.24
C: 1.3126 1.5024 1.8880  -0.06
C: 0.0843 -0.8056 0.5167  -0.23
C: -0.8236 -2.0723 0.5485  -0.04
H: -1.1421 1.4954 -1.5338  0.06
H: -2.7746 0.7611 -1.7345  0.07
H: -1.3921 -0.2776 -1.6179  0.05
H: -2.2936 1.5615 0.6038  0.09
H: -2.6134 -0.1924 0.5354  0.09
H: 0.4605 1.7460 -0.1070  0.08
H: -0.4305 2.5087 1.2220  0.09
H: 1.6319 2.5087 2.1588  0.04
H: 1.0196 1.0553 2.8380  0.09
H: 2.1693 1.0171 1.4205  0.06
H: 0.9651 -1.0859 1.0944  0.10
H: 0.4671 -0.5771 -0.4780  0.10
H: -1.5429 -2.0224 -0.2689  0.06
H: -1.2686 -2.1661 1.5391  0.07
H: -0.2835 -3.0131 0.4422  0.07
C: 4.2578 -1.4014 -0.7828  -0.16
O: 3.7074 -2.6976 -0.7131  -0.14
H: 4.2662 -0.9635 -1.7809  0.06
H: 3.6407 -0.7900 -0.1244  0.06
H: 5.3196 -1.4022 -0.5363  0.07
H: 3.7049 -2.9953 0.1995  0.00
C: 4.7600 2.9622 3.2037  -0.19
O: 4.4674 4.0475 2.3977  -0.12
H: 4.0615 2.1488 3.0071  0.06
H: 5.7213 2.5453 2.9032  0.08
H: 4.8569 3.1735 4.2686  0.09
H: 5.0983 4.7386 2.6121  0.08
C: -2.9256 -2.5247 -3.4261  -0.16
O: -3.9949 -2.2906 -2.5130  -0.11
H: -3.0403 -1.9916 -4.3699  0.07
H: -1.9577 -2.1713 -3.0706  0.05
H: -2.6856 -3.5766 -3.5816  0.07
H: -4.8086 -2.6580 -2.8658  0.08
C: -2.3291 -0.3574 3.8815  -0.21
O: -0.9892 -0.3794 3.7087  -0.12
H: -2.4511 -0.4681 4.9590  0.09
H: -2.8399 0.5833 3.6758  0.06
H: -2.7690 -1.1786 3.3155  0.07
H: -0.8118 -0.2056 2.7814  0.01
C: -4.9917 5.3960 -1.2197  -0.14
C: -3.5090 5.4339 -1.3933  -0.21
C: -3.1159 3.9834 -1.3433  -0.21
O: -3.8822 3.5268 -0.2082  -0.16
C: -5.1299 4.2725 -0.1780  -0.15
H: -5.4850 5.1805 -2.1674  0.12
H: -5.3837 6.3664 -0.9151  0.12
H: -2.9004 5.9967 -0.6856  0.09
H: -3.2076 5.7675 -2.3862  0.11
H: -2.0330 3.8852 -1.2669  0.10
H: -3.3350 3.4983 -2.2945  0.12
H: -5.3249 4.6499 0.8259  0.12
H: -5.9598 3.6033 -0.4052  0.11
C: -5.3007 0.2055 0.9881  -0.17
C: -6.6554 -0.0665 1.6846  -0.14
C: -7.5772 0.6865 0.7027  -0.19
O: -6.9601 0.5693 -0.5961  -0.15
C: -5.6358 0.0513 -0.5112  -0.19
H: -4.5749 -0.5606 1.2610  0.09
H: -4.9054 1.1898 1.2392  0.10
H: -6.7303 0.4688 2.6312  0.11
H: -6.9512 -1.1149 1.7254  0.11
H: -7.6755 1.7386 0.9701  0.11
H: -8.5324 0.1615 0.6925  0.11
H: -4.9299 0.6648 -1.0711  0.10
H: -5.5848 -0.9862 -0.8416  0.11
C: 0.0678 -4.4456 -3.2305  -0.19
C: 1.5020 -4.7578 -2.8432  -0.17
C: 1.3551 -6.1609 -2.1904  -0.15
O: 0.2007 -6.7587 -2.8749  -0.15
C: -0.4124 -5.8203 -3.7358  -0.20
H: -0.0142 -3.6832 -4.0051  0.09
H: -0.4421 -4.0965 -2.3326  0.10
H: 1.9534 -4.0371 -2.1613  0.09
H: 2.1254 -4.8002 -3.7363  0.11
H: 0.9184 -6.1321 -1.1921  0.10
H: 2.3163 -6.6738 -2.2238  0.12
H: -1.5020 -5.8380 -3.7113  0.11
H: -0.0480 -5.9709 -4.7520  0.12

***

[2]
Molecular formula: C14H36N4O6Zr
Method: DFT, ωB97M-V/def2-TZVPD

HOMO-LUMO gap	8.38	eV
LUMO level	0.2	eV
energy relative to the best compared isomer or geometry (same formula, charge and spin)	0.0	kcal per mole

Each line ends with the Löwdin charge.
Positions of all 61 atoms, in Å:
Zr: -0.0107 0.0786 0.0923  1.93
C: 0.7774 -3.7320 1.9623  -0.07
C: -0.0187 -2.4573 2.2360  -0.58
C: -0.0459 -2.1389 3.6986  -0.07
O: 0.5214 -1.3977 1.5041  -0.38
H: 0.7682 -4.0193 0.9155  0.07
H: 0.3870 -4.5546 2.5751  0.07
H: 1.7973 -3.6017 2.3453  0.08
H: -1.0315 -2.6524 1.8438  0.13
H: -0.5367 -2.9112 4.3005  0.08
H: -0.6092 -1.2205 3.8875  0.06
H: 0.9639 -2.0327 4.1046  0.08
C: -2.2751 -1.3377 -2.6009  -0.07
C: -2.9472 -0.5997 -1.4594  -0.57
C: -4.0811 -1.4190 -0.8501  -0.06
O: -2.0438 -0.2618 -0.4493  -0.38
H: -1.6320 -0.6633 -3.1679  0.05
H: -3.0046 -1.7455 -3.3054  0.08
H: -1.6636 -2.1330 -2.1746  0.08
H: -3.3028 0.3778 -1.8359  0.13
H: -4.8613 -1.6491 -1.5761  0.07
H: -4.4982 -0.8960 0.0117  0.07
H: -3.6520 -2.3423 -0.4478  0.08
C: 0.9907 -1.6391 -3.7559  -0.06
C: 1.7207 -1.5250 -2.4124  -0.58
C: 3.1736 -1.0768 -2.6039  -0.07
O: 1.0709 -0.7725 -1.4800  -0.38
H: 0.6908 -0.6474 -4.1048  0.07
H: 0.1054 -2.2509 -3.6165  0.05
H: 1.6089 -2.1458 -4.4985  0.07
H: 1.8082 -2.5782 -2.0580  0.14
H: 3.6536 -1.7665 -3.3118  0.07
H: 3.8001 -1.0904 -1.7158  0.07
H: 3.1933 -0.1058 -3.1228  0.07
C: -2.2487 1.2474 3.1456  -0.06
C: -0.9640 1.9447 2.6775  -0.58
C: 0.2400 1.6512 3.5796  -0.07
O: -0.7230 1.6441 1.3582  -0.38
H: -2.2145 0.1919 2.8719  0.07
H: -3.0823 1.7040 2.6071  0.07
H: -2.4408 1.3762 4.2135  0.07
H: -1.1339 3.0324 2.8053  0.12
H: -0.0862 1.5978 4.6250  0.07
H: 0.9606 2.4690 3.4988  0.06
H: 0.7265 0.6934 3.3763  0.05
C: -0.6462 2.8167 -1.8400  -0.59
O: -0.2427 1.7501 -1.3751  -0.10
N: -0.8886 2.9608 -3.1632  0.19
N: -0.8615 3.9014 -1.0269  0.19
H: -1.2224 3.8253 -3.5475  0.11
H: -0.9178 2.1468 -3.7503  0.11
H: -0.5720 3.7969 -0.0677  0.10
H: -1.5538 4.5944 -1.2389  0.10
C: 2.9623 1.7229 0.3332  -0.58
O: 1.9081 1.1155 0.4478  -0.09
N: 3.7510 1.9512 1.4221  0.19
N: 3.3822 2.1994 -0.8823  0.19
H: 3.4814 1.4961 2.2773  0.11
H: 4.7286 2.1505 1.3032  0.10
H: 4.0247 2.9688 -0.9031  0.10
H: 2.8163 1.9590 -1.6765  0.10

***

[3]
Molecular formula: C24H28N8O4PtS
Method: DFT, ωB97M-V/def2-TZVPD

multiplicity	3
HOMO-LUMO gap (alpha / beta)	9.03 / 6.47	eV
LUMO level (alpha / beta)	-5.3 / -7.9	eV
energy relative to the best compared isomer or geometry (same formula, charge and spin)	21.7	kcal per mole
total charge	+2

Each line ends with the Löwdin charge.
Positions of all 66 atoms, in Å:
Pt: -0.4374 -0.9668 -0.7249  1.29
C: -2.1594 0.2173 -3.1084  -0.08
N: -1.1651 0.7916 -2.1762  -0.10
C: 0.0277 1.3856 -2.8178  -0.08
C: 1.1382 0.3888 -2.9069  -0.30
N: 1.2748 -0.5835 -2.0424  0.02
C: 2.4062 -1.3068 -2.3968  -0.21
C: 2.9831 -2.4391 -1.8297  -0.01
C: 4.1310 -2.9204 -2.4219  -0.05
C: 4.6912 -2.2968 -3.5487  -0.05
C: 4.1227 -1.1779 -4.1223  0.01
C: 2.9652 -0.6955 -3.5240  -0.16
N: 2.1240 0.3730 -3.8239  0.20
C: -1.9307 -1.2530 -3.2493  -0.30
N: -1.2526 -1.9204 -2.3470  -0.05
C: -1.2375 -3.2585 -2.7370  -0.21
C: -0.6559 -4.3727 -2.1422  -0.01
C: -0.8289 -5.5809 -2.7835  -0.05
C: -1.5552 -5.6758 -3.9815  -0.05
C: -2.1298 -4.5734 -4.5803  0.01
C: -1.9544 -3.3573 -3.9315  -0.16
N: -2.3717 -2.0600 -4.2261  0.20
H: -3.1570 0.3833 -2.6961  0.15
H: -2.1257 0.7076 -4.0841  0.14
H: -1.6158 1.5077 -1.6195  0.12
H: -0.2068 1.7816 -3.8087  0.14
H: 0.3621 2.2225 -2.2013  0.15
H: 2.5374 -2.9152 -0.9653  0.11
H: 4.6185 -3.7946 -2.0132  0.12
H: 5.5943 -2.7054 -3.9798  0.12
H: 4.5599 -0.7063 -4.9918  0.12
H: 2.2709 1.0474 -4.5583  0.18
H: -0.0980 -4.2816 -1.2189  0.11
H: -0.4034 -6.4796 -2.3595  0.12
H: -1.6705 -6.6435 -4.4496  0.12
H: -2.6842 -4.6564 -5.5050  0.13
H: -2.9465 -1.7904 -5.0091  0.19
C: -1.5429 6.2131 6.2187  -0.11
C: -0.7583 5.4227 5.1818  -0.29
S: -1.3861 3.7400 5.1233  0.65
O: -1.5805 3.2321 6.4499  -0.28
O: -2.4666 3.6693 4.1638  -0.33
C: -0.0512 2.7731 4.3693  -0.20
C: -0.5946 1.3480 4.2905  -0.13
N: -0.0290 0.5864 3.1694  0.07
C: -0.6563 0.4228 1.9977  -0.31
N: 0.1167 -0.2864 1.1602  -0.12
C: 1.2737 -0.5886 1.8281  -0.02
C: 1.1918 -0.0441 3.0640  -0.11
N: 2.1815 -0.1188 4.1100  -0.32
O: 3.0758 -0.9094 3.9277  0.14
O: 2.0224 0.5955 5.0772  0.12
C: -2.0277 0.9208 1.7105  0.02
H: -1.2053 7.2479 6.2165  0.09
H: -1.3953 5.7984 7.2131  0.08
H: -2.6088 6.2040 5.9939  0.09
H: 0.3007 5.3426 5.4307  0.11
H: -0.8883 5.8057 4.1708  0.10
H: 0.8466 2.8409 4.9783  0.10
H: 0.1059 3.2100 3.3821  0.11
H: -1.6684 1.3879 4.1189  0.11
H: -0.4154 0.8203 5.2217  0.14
H: 2.0904 -1.1435 1.4006  0.13
H: -2.7510 0.4800 2.3973  0.11
H: -2.3038 0.6298 0.6986  0.05
H: -2.0971 2.0048 1.8178  0.10

***

[4]
Molecular formula: C4H12O2
Method: DFT, ωB97M-V/def2-TZVPD

HOMO-LUMO gap	10.97	eV
LUMO level	0.7	eV
SMILES	CC[C@@H](C)O.O
energy relative to the best compared isomer or geometry (same formula, charge and spin)	9.8	kcal per mole

Each line ends with the Löwdin charge.
Positions of all 18 atoms, in Å:
C: -0.2118 1.2064 0.1389  -0.09
C: 0.1691 -0.2976 0.0827  -0.21
C: -0.9064 -1.1665 0.7486  -0.45
C: -0.5958 -2.6414 0.6231  -0.06
O: -0.9713 -0.9091 2.1515  -0.05
H: -0.9308 1.5407 -0.6082  0.07
H: -0.4977 1.4044 1.1681  0.06
H: 0.6893 1.7831 -0.0825  0.06
H: 1.0631 -0.3283 0.7035  0.11
H: 0.4329 -0.6643 -0.9114  0.11
H: -1.8678 -0.9352 0.2861  0.14
H: -1.1867 -3.3109 1.2392  0.08
H: 0.4740 -2.8541 0.7045  0.08
H: -0.7636 -2.8845 -0.4401  0.08
H: -0.5383 -0.1535 2.5372  0.07
O: 1.9586 3.0875 -3.2667  -0.07
H: 2.9284 3.0229 -3.1212  0.05
H: 1.4876 2.9889 -2.4349  0.01

***

So what do the calculations give for electronic energy? Going down the list: -2913.92538 -1272.79835 -2187.28773 -310.05737 Ha.